Entry 1:
Density functional theory data (wB97M-V/def2-TZVPD) for the molecule C16H20N2O6S in a non-equilibrium geometry.

```
45
Properties=species:S:1:pos:R:3:nbo_charge:R:1
C -0.7080 2.5856 0.8604 -0.61
H -1.1590 2.4982 -0.1257 0.20
C -1.4566 1.7049 1.8515 -0.42
C -2.9518 2.0122 1.8560 -0.08
H -3.1322 3.0841 1.9573 0.19
H -3.4513 1.4674 2.6628 0.21
O -3.5594 1.6467 0.6102 -0.51
C -3.9842 0.3909 0.5017 0.79
O -3.9177 -0.4381 1.3645 -0.58
C -4.5811 0.1644 -0.8788 -0.63
H -3.9598 0.6292 -1.6440 0.25
H -5.5821 0.5937 -0.9200 0.26
S -4.7821 -1.6169 -1.2109 0.32
C -3.1777 -2.1206 -0.8138 0.29
N -2.7903 -3.2983 -0.4469 -0.29
N -1.4648 -3.2202 -0.2436 -0.28
C -1.0946 -2.0019 -0.4994 0.45
C 0.2358 -1.4586 -0.4102 -0.11
C 1.2100 -2.1860 0.2712 -0.28
C 2.4910 -1.6799 0.3695 0.28
C 2.8273 -0.4406 -0.2283 0.29
C 1.8374 0.2739 -0.9217 0.23
C 0.5486 -0.2403 -0.9993 -0.28
H -0.2240 0.2993 -1.5209 0.23
O 2.1888 1.4719 -1.4946 -0.51
C 1.3162 2.0517 -2.4343 -0.25
H 1.0394 1.3406 -3.2185 0.18
H 0.4126 2.4469 -1.9608 0.18
H 1.8740 2.8769 -2.8752 0.20
O 4.1196 -0.0793 -0.0280 -0.49
C 4.7199 0.9617 -0.7644 -0.24
H 5.7704 0.9386 -0.4751 0.19
H 4.2939 1.9357 -0.5162 0.19
H 4.6371 0.7951 -1.8408 0.18
O 3.5177 -2.2951 1.0084 -0.48
C 3.2728 -3.5455 1.6084 -0.25
H 4.2231 -3.8493 2.0441 0.20
H 2.9552 -4.2898 0.8718 0.18
H 2.5180 -3.4722 2.3972 0.18
H 0.9268 -3.1301 0.7018 0.25
O -2.1546 -1.2352 -0.8879 -0.44
H -1.3144 0.6524 1.5973 0.22
H -1.0707 1.8608 2.8595 0.21
H 0.3349 2.2860 0.8001 0.22
H -0.7543 3.6288 1.1655 0.20
```

For the gap between HOMO and LUMO, the calculation gives 8.2704 eV. The calculation puts the HOMO energy at -7.82 eV. As for the net charge: 0.

---

Entry 2:
Density functional theory data (wB97M-V/def2-TZVPD) for a cluster of 2 separate species, C3H2Cl2O2 in total in a non-equilibrium geometry.

```
9
Properties=species:S:1:pos:R:3:nbo_charge:R:1
C 0.3927 -0.1538 -0.4593 0.68
C -0.9220 -1.6981 1.1473 -0.19
C -0.9929 -0.4951 1.2262 0.25
O 1.1549 0.3830 -1.2284 -0.53
O -0.3680 0.4436 0.4848 -0.47
Cl -1.4142 -3.1688 1.6684 0.16
Cl 0.7919 3.4852 -1.1995 -0.26
H 0.2409 -1.1558 -0.4315 0.11
H 1.1168 2.3598 -1.2080 0.25
```

For the gap between HOMO and LUMO, the calculation gives 9.4052 eV. The calculation puts the HOMO energy at -10.41 eV. As for the net charge: 0.

---

Entry 3:
Density functional theory data (wB97M-V/def2-TZVPD) for the molecule C4H5ClN4 in a non-equilibrium geometry.

```
14
Properties=species:S:1:pos:R:3:nbo_charge:R:1
C 2.9119 -0.7589 -0.0022 0.13
C 0.9452 -0.0077 -0.0262 0.45
C -1.4254 -0.3635 0.0372 0.28
C -2.7670 0.3270 0.0339 -0.69
N 1.6187 -1.1246 -0.0691 -0.49
N 3.0831 0.5738 -0.0554 -0.27
N -0.3634 0.3260 0.0356 -0.50
N 1.8029 1.0407 -0.0413 -0.34
Cl -1.5046 -2.0367 -0.1216 0.04
H 3.5577 -1.5696 0.2083 0.21
H -3.3255 0.3050 -0.9453 0.25
H -2.4125 1.4246 0.2620 0.25
H -3.5878 -0.1130 0.7449 0.25
H 1.4667 1.9768 -0.0607 0.42
```

For the gap between HOMO and LUMO, the calculation gives 9.5244 eV. The calculation puts the HOMO energy at -9.31 eV. As for the net charge: 0.

---

Entry 4:
Density functional theory data (wB97M-V/def2-TZVPD) for a cluster of 8 separate species, C63H68F9N9S2 in total in a non-equilibrium geometry.

```
151
Properties=species:S:1:pos:R:3:lowdin_charge:R:1
C 3.4774 -4.5761 3.4528 -0.05
C 2.3014 -4.8539 2.6571 -0.13
C 1.1897 -3.6751 2.6436 -0.18
C -0.2291 -4.1237 2.0733 -0.07
C -1.4359 -4.4201 3.0364 -0.06
C -1.4182 -4.3319 4.6225 -0.15
C -0.9514 -2.9344 5.2507 -0.21
C -1.4158 -1.6169 4.4601 -0.16
C -0.5084 -0.3917 4.9849 -0.07
C 0.2254 0.4258 3.7804 -0.28
F -0.8526 1.1713 3.1657 0.04
F 0.7103 -0.6047 2.8868 0.02
C 1.3826 1.3514 4.3789 -0.29
F 2.1553 0.7150 5.4148 0.05
F 0.7662 2.4742 5.0387 0.05
S 2.6231 2.0378 3.1541 1.01
F 3.3418 0.5575 2.8764 -0.16
F 3.7517 2.2541 4.4133 -0.19
F 2.1010 3.6102 3.4960 -0.19
F 1.5971 1.9284 1.8500 -0.16
F 3.7682 2.7144 2.1305 -0.19
C -2.7762 -4.8782 2.3501 -0.06
C -4.1255 -5.2062 3.1855 -0.13
C -4.8517 -3.7625 3.3751 -0.16
C -5.4476 -3.1286 2.0634 -0.01
C -6.1438 -1.7212 2.0325 -0.02
C -6.2270 -0.9465 3.3839 -0.22
C -6.9028 0.5243 3.3250 -0.10
C -5.6682 -1.5942 4.6952 -0.04
C -4.9699 -3.0122 4.7282 -0.04
C -2.8797 -5.0460 0.7934 -0.21
N -3.9698 -5.4842 -0.0461 -0.30
S -3.5105 -5.5260 -1.6925 0.91
N -1.8663 -4.9827 -1.6195 -0.25
C -1.6825 -4.7680 -0.1968 -0.24
C -0.3407 -4.2834 0.5192 -0.04
C 0.8879 -3.9725 -0.4923 -0.13
C 0.4217 -2.7595 -1.4851 -0.19
C 1.1703 -1.3647 -1.1666 -0.37
C 1.3391 -0.5605 -2.5691 -0.12
C 0.1030 -0.4754 -0.3013 -0.10
H 3.9419 -5.3537 4.1472 0.05
H 4.0049 -3.5458 3.4199 0.07
H 2.1806 -5.8300 2.0510 0.11
H 1.6015 -2.8770 1.9055 0.10
H 1.1719 -3.1714 3.6644 0.09
H -2.4148 -4.6155 5.1301 0.09
H -0.6633 -5.1342 4.9910 0.13
H 0.1885 -2.9540 5.4690 0.10
H -1.4391 -2.8682 6.3030 0.12
H -1.4823 -1.7212 3.3264 0.12
H -2.4950 -1.3872 4.8196 0.11
H -1.1848 0.3821 5.5067 0.14
H 0.2248 -0.8121 5.7506 0.12
H -4.8124 -5.9382 2.6151 0.12
H -3.9088 -5.6952 4.1996 0.10
H -5.3903 -3.6854 1.0710 0.07
H -6.5203 -1.3336 1.0233 0.10
H -6.7998 0.8682 2.2234 0.05
H -6.2277 1.2154 3.9369 0.08
H -8.0015 0.5273 3.6448 0.08
H -5.7644 -0.9699 5.6586 0.09
H -4.5560 -3.4742 5.6955 0.09
H 1.8661 -3.7415 0.0473 0.10
H 1.0451 -4.8775 -1.1988 0.09
H -0.7024 -2.5598 -1.4487 0.10
H 0.6764 -3.0194 -2.5842 0.11
H 2.1683 -1.5018 -0.6197 0.13
H 0.3817 -0.5784 -3.2024 0.08
H 2.2528 -0.9299 -3.1784 0.08
H 1.5229 0.5567 -2.3137 0.08
H -0.4661 -1.1318 0.4413 0.07
H 0.6360 0.4243 0.1862 0.06
H -0.6691 -0.0279 -1.0403 0.09
N -7.0101 3.3924 0.4284 0.06
C -7.2815 4.1866 -0.6201 -0.15
C -6.3168 4.6793 -1.4841 -0.09
C -4.9920 4.3372 -1.2527 -0.08
C -4.6830 3.5195 -0.1753 -0.07
C -5.7207 3.0754 0.6283 -0.15
H -8.3305 4.4284 -0.7574 0.10
H -6.5939 5.3147 -2.3164 0.10
H -4.2075 4.7042 -1.9062 0.10
H -3.6599 3.2331 0.0350 0.10
H -5.5303 2.4313 1.4806 0.08
N 7.2824 6.2114 0.5513 0.05
C 7.3569 7.0886 1.5663 -0.15
C 6.6464 6.9622 2.7489 -0.07
C 5.8047 5.8688 2.8953 -0.07
C 5.7064 4.9477 1.8624 -0.06
C 6.4614 5.1615 0.7204 -0.13
H 8.0254 7.9281 1.4034 0.10
H 6.7479 7.6999 3.5354 0.10
H 5.2306 5.7355 3.8061 0.11
H 5.0598 4.0845 1.9430 0.07
H 6.4215 4.4673 -0.1135 0.11
N -6.3871 3.1852 -6.0108 0.06
C -5.8661 3.8887 -4.9918 -0.15
C -5.1235 5.0472 -5.1548 -0.08
C -4.9001 5.5078 -6.4446 -0.08
C -5.4251 4.7996 -7.5160 -0.07
C -6.1574 3.6538 -7.2485 -0.15
H -6.0652 3.4869 -4.0036 0.09
H -4.7293 5.5759 -4.2954 0.09
H -4.3225 6.4104 -6.6132 0.10
H -5.2697 5.1301 -8.5355 0.10
H -6.5916 3.0676 -8.0524 0.10
N 6.4435 -5.2417 3.3223 0.05
C 7.4070 -5.3717 2.3956 -0.14
C 8.6877 -4.8619 2.5373 -0.08
C 8.9946 -4.1731 3.7018 -0.08
C 8.0177 -4.0220 4.6755 -0.07
C 6.7681 -4.5721 4.4402 -0.16
H 7.1177 -5.9150 1.5018 0.10
H 9.4260 -4.9995 1.7571 0.10
H 9.9858 -3.7580 3.8495 0.11
H 8.2225 -3.4898 5.5962 0.10
H 5.9718 -4.4834 5.1733 0.09
N 3.3167 -5.9442 -2.4244 0.06
C 4.0813 -5.7517 -3.5119 -0.15
C 4.1583 -6.6445 -4.5687 -0.08
C 3.4056 -7.8081 -4.5009 -0.08
C 2.6080 -8.0337 -3.3882 -0.07
C 2.5971 -7.0776 -2.3855 -0.16
H 4.6534 -4.8295 -3.5170 0.10
H 4.7907 -6.4358 -5.4227 0.10
H 3.4399 -8.5322 -5.3078 0.10
H 2.0081 -8.9311 -3.3022 0.10
H 1.9865 -7.2070 -1.4972 0.10
N -9.5822 3.3282 -9.0758 0.05
C -9.9190 3.7675 -7.8517 -0.15
C -10.8165 4.7980 -7.6223 -0.08
C -11.3999 5.4165 -8.7188 -0.09
C -11.0686 4.9839 -9.9950 -0.08
C -10.1627 3.9429 -10.1191 -0.16
H -9.4338 3.2546 -7.0271 0.10
H -11.0529 5.1095 -6.6124 0.10
H -12.1064 6.2279 -8.5802 0.10
H -11.5046 5.4443 -10.8730 0.10
H -9.8746 3.5668 -11.0957 0.10
N 10.2902 5.2793 -2.3445 0.05
C 11.5028 5.7407 -2.6931 -0.16
C 12.2136 6.6744 -1.9568 -0.09
C 11.6402 7.1665 -0.7926 -0.09
C 10.3876 6.7089 -0.4093 -0.07
C 9.7585 5.7708 -1.2120 -0.15
H 11.9074 5.3286 -3.6122 0.10
H 13.1901 7.0089 -2.2849 0.10
H 12.1651 7.8997 -0.1895 0.10
H 9.9111 7.0717 0.4921 0.07
H 8.7821 5.3809 -0.9532 0.07
```

For the gap between HOMO and LUMO, the calculation gives 6.2301 eV. The calculation puts the HOMO energy at -7.73 eV. As for the net charge: 0.

---

Entry 5:
Density functional theory data (wB97M-V/def2-TZVPD) for a cluster of 2 separate species, C2H4F4N3 in total in a non-equilibrium geometry.

```
13
Properties=species:S:1:pos:R:3:nbo_charge:R:1
C -0.4063 -0.2299 -0.0674 0.20
C -2.5055 -0.4458 0.3215 0.89
N -0.0503 -0.0861 -1.3758 -0.56
N -3.1525 0.3048 -0.6639 0.21
N 0.2918 -0.4215 1.0220 -0.65
F -2.6946 -1.6718 0.0857 -0.21
F -2.5767 -0.0639 1.6056 -0.26
F -2.8425 1.6393 -0.6097 -0.18
F -4.5062 0.2940 -0.5099 -0.15
H -0.7847 0.4764 -1.8783 0.44
H 0.8008 0.3648 -1.5664 0.40
H -0.0735 -0.6856 1.9279 0.45
H 1.2955 -0.4128 0.9920 0.43
```

For the gap between HOMO and LUMO (spin up / spin down), the calculation gives 6.2794 / 5.8426 eV. The calculation puts the HOMO energy (spin up / spin down) at -11.31 / -15.59 eV. Its spin multiplicity is 3. As for the net charge: +1.

---

Entry 6:
Density functional theory data (wB97M-V/def2-TZVPD) for the molecule C12H16OSe in a non-equilibrium geometry.

```
30
Properties=species:S:1:pos:R:3:nbo_charge:R:1
C 3.0755 -2.9286 0.2584 -0.22
C 2.0478 -2.0690 0.4284 -0.17
C 4.4196 -2.3658 -0.0145 -0.13
C 2.1653 -0.6362 0.3518 -0.01
C 4.6071 -1.0962 -0.2387 -0.29
C 3.5879 -0.1591 -0.1276 -0.15
C -0.0728 0.2154 0.1028 0.13
C -3.2147 0.0319 0.7058 -0.59
C -3.4115 1.2351 -1.4015 -0.59
C -2.3540 2.4843 0.5443 -0.60
C -1.1205 0.6517 -0.5868 -0.27
C -2.4504 1.0548 -0.1585 -0.10
O 1.1151 0.0120 -0.4535 -0.49
Se 3.9939 1.5620 -0.2158 0.13
H 3.0541 -3.9896 0.4250 0.22
H 1.0166 -2.3694 0.4692 0.22
H 5.2215 -3.0850 0.0379 0.22
H 1.9812 -0.1961 1.3531 0.23
H 5.5268 -0.6889 -0.5904 0.23
H -0.2249 -0.0132 1.1431 0.16
H -3.2075 -0.9334 0.2430 0.21
H -4.2292 0.2793 0.8417 0.21
H -2.7560 -0.1092 1.6451 0.20
H -2.7998 1.5251 -2.2255 0.20
H -4.0466 2.0945 -1.1260 0.21
H -3.9283 0.2374 -1.7080 0.21
H -3.3556 2.9574 0.2449 0.19
H -1.4643 3.0605 0.0875 0.23
H -2.3755 2.3948 1.6415 0.21
H -0.8009 0.8438 -1.6766 0.21
```

For the gap between HOMO and LUMO, the calculation gives 6.9290 eV. The calculation puts the HOMO energy at -8.32 eV. As for the net charge: 0.